Run 1
ORCA calculation (the ωB97M-V functional and the def2-TZVPD basis) on a single C6H8 molecule.

Summary:
LUMO energy ... 0.0345 Eh

Positions of all 14 atoms, in Å:
1 C -1.13318 -1.71793 -0.43351
2 C -0.66453 -0.80885 0.64549
3 C -0.43523 -0.41607 1.84385
4 C -0.17929 0.72892 0.41793
5 C 1.20445 1.36285 0.60265
6 C 0.86678 0.76119 -0.69870
7 H -1.97370 -1.27279 -0.97580
8 H -1.47091 -2.66794 -0.00398
9 H -0.33358 -1.93630 -1.15002
10 H -0.97782 1.46162 0.31400
11 H 1.23392 2.44965 0.68127
12 H 1.89662 0.84240 1.25357
13 H 0.63758 1.40132 -1.54470
14 H 1.32889 -0.18808 -0.95205

---

Run 2
ORCA calculation (the ωB97M-V functional and the def2-TZVPD basis) on C6H8 as an isolated structure.

Summary:
LUMO energy (spin up / spin down) ... 0.0042 / 0.0042 Eh

Positions of all 14 atoms, in Å:
1 C 0.03551 -0.44036 -0.32312
2 C 1.18756 -0.67471 0.34083
3 C -1.33557 -1.03034 -0.15834
4 C -1.89603 0.27764 0.23142
5 C -0.53439 0.84651 -0.01974
6 C 2.34791 0.13098 -0.02274
7 H -1.71398 -1.64526 -1.05298
8 H -1.17134 -1.84664 0.53179
9 H -2.78902 0.59405 -0.38402
10 H -2.16989 0.38352 1.23126
11 H -0.12568 1.72262 0.40349
12 H 2.82459 -0.59333 -0.69500
13 H 2.86458 0.14309 0.90837
14 H 2.10004 1.14527 -0.42201

---

Which of them is most stable? Easy: run 1.

---

Run 1
ORCA calculation (the ωB97M-V functional and the def2-TZVPD basis) on a 2-piece molecular cluster, C6H8 overall.

Summary:
LUMO energy (spin up / spin down) ... -0.0094 / 0.0053 Eh

Positions of all 14 atoms, in Å:
1 C -0.49734 2.64960 0.31242
2 C -0.35072 1.44640 0.31457
3 C -1.98272 -0.68242 -0.60336
4 C -1.10671 -0.75946 0.37019
5 C 1.93808 -0.24014 -0.25152
6 C -0.13912 0.16292 0.82479
7 H -0.92895 3.66914 0.26726
8 H -2.80428 -1.31246 -0.75447
9 H -1.83090 0.15159 -1.26569
10 H -1.07074 -1.68003 0.90120
11 H 1.70776 0.71677 -0.80149
12 H 2.76653 -0.22515 0.42715
13 H 1.60879 -1.24868 -0.59917
14 H 0.35150 0.10863 1.87002

---

Run 2
ORCA calculation (the ωB97M-V functional and the def2-TZVPD basis) on a single C6H8 molecule.

Summary:
LUMO energy ... 0.0403 Eh

Positions of all 14 atoms, in Å:
1 C 0.32520 1.46988 0.17933
2 C 0.11176 0.04204 -0.38017
3 C -1.00123 -0.64718 0.34375
4 C -2.27153 -0.76887 -0.11815
5 C 1.43908 -0.61491 -0.18967
6 C 2.61558 -1.02824 0.02459
7 H 1.26726 1.88126 -0.30485
8 H 0.50928 1.36707 1.27395
9 H -0.38308 2.20638 -0.07146
10 H -0.12055 -0.04969 -1.48463
11 H -0.52919 -1.27142 1.31866
12 H -3.08944 -1.34649 0.43249
13 H -2.64250 -0.11089 -1.08219
14 H 3.76933 -1.12895 0.05836

---

Which of them is most stable? Easy: run 2.

---

Run 1
ORCA calculation (the ωB97M-V functional and the def2-TZVPD basis) on a single C6H8 molecule.

Summary:
LUMO energy (spin up / spin down) ... -0.0146 / -0.0146 Eh

Positions of all 14 atoms, in Å:
1 C 2.24387 0.88893 -0.10151
2 C 1.58594 -0.36740 0.34356
3 C 0.16870 -0.42892 0.13429
4 C -0.69143 -1.28704 0.73628
5 C -0.98241 0.32432 -0.57396
6 C -1.92654 -0.71952 0.09307
7 H 2.42383 1.42764 0.84591
8 H 1.70126 1.57026 -0.77775
9 H 3.25153 0.69386 -0.48926
10 H -0.53355 -2.05514 1.49029
11 H -1.15167 1.34340 -0.21172
12 H -0.98635 0.32693 -1.66857
13 H -2.67513 -0.31522 0.78263
14 H -2.42806 -1.40212 -0.60327

---

Run 2
ORCA calculation (the ωB97M-V functional and the def2-TZVPD basis) on a single C6H8 molecule.

Summary:
LUMO energy ... 0.0415 Eh

Positions of all 14 atoms, in Å:
1 C 1.47722 -1.45185 1.32432
2 C 0.54481 -0.37036 1.08810
3 C -0.10033 -0.31686 0.00205
4 C -1.32327 0.47025 -0.36603
5 C -0.98770 1.31219 -1.55770
6 C -0.74626 2.27724 -2.25685
7 H 1.69703 -1.72255 0.31325
8 H 0.88421 -2.38873 1.65922
9 H 2.39073 -1.23467 2.01254
10 H 0.35336 0.39844 1.81829
11 H 0.33664 -0.88735 -0.77179
12 H -1.79846 1.02824 0.45260
13 H -1.95116 -0.29613 -0.75950
14 H -0.77683 3.18215 -2.95851

---

Run 3
ORCA calculation (the ωB97M-V functional and the def2-TZVPD basis) on a single C6H8 molecule.

Summary:
LUMO energy ... 0.0408 Eh

Positions of all 14 atoms, in Å:
1 C -0.35269 -1.22598 0.77735
2 C -0.67572 -0.03418 0.38085
3 C 0.89126 0.18798 -0.19900
4 C 1.66055 1.14663 -0.70272
5 C 1.02857 -1.28195 0.30173
6 C -1.81455 0.77737 0.05872
7 H -0.91325 -1.95566 1.33715
8 H 2.74958 1.04390 -0.90583
9 H 1.05021 2.01936 -0.97185
10 H 1.89421 -1.65607 0.87573
11 H 0.92183 -1.93568 -0.63207
12 H -1.76592 1.91302 0.14163
13 H -2.76720 0.43703 0.52471
14 H -1.90687 0.56422 -0.98640

---

Which of them is most stable? Easy: run 3.

---

Run 1
ORCA calculation (the ωB97M-V functional and the def2-TZVPD basis) on a single C6H8 molecule.

Summary:
LUMO energy ... 0.0420 Eh

Positions of all 14 atoms, in Å:
1 C 2.77947 -0.45013 0.50159
2 C 1.51566 -0.25601 0.24376
3 C 0.24307 -0.04997 0.08510
4 C -0.58076 1.20656 -0.13314
5 C -1.78445 0.29098 -0.48911
6 C -0.97270 -0.95234 -0.03383
7 H 3.53658 -0.52909 -0.27151
8 H 3.08507 -0.55435 1.53719
9 H -0.71762 1.79595 0.77974
10 H -0.21503 1.86712 -0.92569
11 H -2.71034 0.48518 0.05987
12 H -1.99665 0.27854 -1.56204
13 H -0.89470 -1.78997 -0.73302
14 H -1.28758 -1.34246 0.94109

---

Run 2
ORCA calculation (the ωB97M-V functional and the def2-TZVPD basis) on a single C6H8 molecule.

Summary:
LUMO energy ... 0.0462 Eh

Positions of all 14 atoms, in Å:
1 C 0.05847 -1.57096 0.17203
2 C 0.62250 -0.45742 -0.65218
3 C -0.38001 0.59894 -1.12814
4 C -0.65873 1.41721 0.11534
5 C -0.14465 0.84173 1.20247
6 C 0.66768 -0.36793 0.85880
7 H -1.01798 -1.72705 0.15967
8 H 0.64230 -2.48798 0.21739
9 H 1.53405 -0.61351 -1.22116
10 H -1.31428 0.11653 -1.45116
11 H -0.02196 1.18664 -1.97919
12 H -1.23710 2.33724 0.10027
13 H -0.23913 1.22455 2.21475
14 H 1.58157 -0.54293 1.42001

---

Which of them is most stable? Easy: run 2.

---

Run 1
ORCA calculation (the ωB97M-V functional and the def2-TZVPD basis) on C6H8 as an isolated structure.

Summary:
LUMO energy ... 0.0425 Eh

Positions of all 14 atoms, in Å:
1 C -1.57825 -0.23176 1.09984
2 C -0.59267 0.25788 1.75131
3 C 1.76710 -1.25796 -0.44349
4 C 0.43153 -1.10706 -0.40447
5 C -0.30222 -0.09702 0.27043
6 C -0.39904 1.46603 -0.88523
7 H -2.48930 -0.72474 1.12419
8 H -0.24243 0.80522 2.68437
9 H 2.32181 -1.99969 -0.87541
10 H 2.36997 -0.77723 0.21547
11 H -0.12977 -1.59764 -1.21078
12 H -1.36854 1.88934 -0.85878
13 H -0.15322 1.13763 -1.89981
14 H 0.36502 2.23700 -0.56763

---

Run 2
ORCA calculation (the ωB97M-V functional and the def2-TZVPD basis) on a single C6H8 molecule.

Summary:
LUMO energy (spin up / spin down) ... -0.0067 / -0.0008 Eh

Positions of all 14 atoms, in Å:
1 C -1.33534 -1.20194 -0.04526
2 C -0.16211 -1.37005 -0.75364
3 C -1.64331 0.04842 0.29777
4 C -1.82392 1.31532 0.17832
5 C 1.54534 0.35723 0.42621
6 C 1.10632 -0.81458 -0.61657
7 H -2.07208 -1.92460 0.18667
8 H -2.17192 1.82311 -0.78696
9 H -1.78913 1.96752 1.04684
10 H 2.59865 0.36334 0.49448
11 H 1.25991 0.17251 1.54708
12 H 1.17575 1.22438 -0.09425
13 H 1.88691 -1.59397 -0.29306
14 H 1.42492 -0.36670 -1.58762

---

Which of them is most stable? Easy: run 1.

---

Run 1
ORCA calculation (the ωB97M-V functional and the def2-TZVPD basis) on a 17-piece molecular cluster, H34O17 overall.

Summary:
LUMO energy ... -0.0323 Eh

Positions of all 51 atoms, in Å:
1 O -2.47461 -2.30448 -0.13906
2 H -3.20222 -2.86879 -0.18091
3 H -1.75418 -2.67290 -0.67214
4 O 0.69986 -3.06193 0.50413
5 H 1.41376 -3.44718 0.95288
6 H 0.33423 -3.79149 0.03637
7 O 1.66711 0.77472 -1.96045
8 H 2.25936 0.64697 -1.22361
9 H 2.25610 0.75772 -2.68424
10 O 1.91002 1.93813 2.14490
11 H 0.96652 2.00044 2.16734
12 H 2.12943 1.21832 2.76830
13 O 0.78511 -1.00507 2.84263
14 H 1.70142 -1.23404 2.74510
15 H 0.32987 -1.76071 2.50085
16 O 3.61743 1.68414 -0.05178
17 H 2.96701 1.58396 0.62432
18 H 4.05616 0.82473 0.01177
19 O 1.40869 3.45541 -1.81860
20 H 0.59268 3.08952 -2.18090
21 H 1.78363 2.64136 -1.62985
22 O -0.82126 2.38274 -2.96330
23 H -0.85197 1.47793 -2.74400
24 H -1.66462 2.61246 -2.68273
25 O -0.61636 1.55392 3.17063
26 H -1.31214 1.80457 2.59354
27 H -0.33099 0.69377 2.77627
28 O -1.09299 -0.40089 -2.23579
29 H -0.99423 -0.48110 -1.32694
30 H -2.02384 -0.70219 -2.34153
31 O -2.84484 0.81797 -0.24591
32 H -2.32709 1.66573 -0.29381
33 H -2.93501 0.59951 -1.16793
34 O -3.01818 -0.01617 2.31107
35 H -3.19147 0.14434 1.39016
36 H -3.83425 -0.38567 2.68396
37 O -0.86931 2.74795 0.30793
38 H -0.57383 1.77610 0.20142
39 H -0.69927 3.14123 -0.54306
40 O -1.44846 -2.73440 2.22512
41 H -1.86088 -2.32131 1.45682
42 H -0.73825 -3.24802 1.81710
43 O 2.61811 -1.33629 -0.29638
44 H 2.92385 -1.53208 -1.17253
45 H 1.81447 -1.86447 -0.19758
46 O 1.00513 -2.00298 -2.45143
47 H 0.29408 -1.36151 -2.55271
48 H 1.76727 -1.42342 -2.61546
49 O -0.02156 0.29492 0.16274
50 H -0.45949 -0.49016 0.51681
51 H 0.66001 0.11871 -0.53954

---

Run 2
ORCA calculation (the ωB97M-V functional and the def2-TZVPD basis) on a 17-piece molecular cluster, H34O17 overall.

Summary:
LUMO energy ... -0.0193 Eh

Positions of all 51 atoms, in Å:
1 O -2.60883 1.70530 -0.77726
2 H -1.68826 1.99869 -0.84039
3 H -2.91046 1.52908 -1.65030
4 O 2.71521 -1.59526 -0.22912
5 H 2.82600 -0.64510 -0.19262
6 H 2.33220 -1.60943 -1.12523
7 O 0.77836 1.77176 1.86623
8 H 0.74427 1.18640 2.60559
9 H 1.27500 2.56519 2.19801
10 O 0.54837 -4.28341 0.36026
11 H 0.14895 -3.47181 -0.01270
12 H 0.01858 -5.01954 0.06158
13 O -0.65593 -1.20852 2.23287
14 H -1.08441 -2.06420 2.40718
15 H 0.28494 -1.48161 2.17200
16 O 1.64368 -1.37967 -2.64689
17 H 1.04671 -2.06673 -2.58141
18 H 1.18786 -0.53789 -2.66262
19 O 0.23942 0.26123 -0.38378
20 H 0.40650 0.86501 0.35516
21 H 0.06053 -0.59679 -0.05042
22 O -3.10282 -0.58577 0.56141
23 H -2.30212 -1.05296 0.77276
24 H -2.89902 0.15494 -0.00713
25 O 0.20497 0.77404 -3.16790
26 H 0.20319 1.55706 -3.68835
27 H -0.28980 0.99093 -2.37515
28 O 1.85357 -1.71336 2.24026
29 H 2.06395 -1.71290 1.30141
30 H 2.53043 -1.15141 2.66714
31 O -2.25577 0.96042 2.70658
32 H -1.43558 0.46736 2.53831
33 H -2.87418 0.63735 2.02430
34 O 2.78070 0.91870 -1.16083
35 H 2.75392 1.85807 -0.86662
36 H 1.80064 0.82113 -1.14596
37 O -1.64782 3.31381 1.73810
38 H -1.92571 2.42143 1.98784
39 H -1.04975 3.05912 1.05383
40 O -0.28421 3.24657 -1.07747
41 H 0.11002 3.43951 -1.95537
42 H -0.94662 3.88808 -1.06604
43 O 3.84274 0.60027 1.72477
44 H 3.98098 0.80203 2.64941
45 H 3.09597 1.13537 1.59427
46 O -1.00190 -2.34640 -0.79875
47 H -1.75258 -2.90266 -0.58015
48 H -0.80939 -2.60242 -1.72017
49 O -2.76635 -0.58118 -2.36708
50 H -2.75578 -1.23403 -3.07439
51 H -2.43037 -1.08579 -1.61518

---

Run 3
ORCA calculation (the ωB97M-V functional and the def2-TZVPD basis) on a 17-piece molecular cluster, H34O17 overall.

Summary:
LUMO energy ... -0.0120 Eh

Positions of all 51 atoms, in Å:
1 O -2.48669 -1.44141 1.67027
2 H -2.22069 -1.99141 0.94627
3 H -1.71369 -0.94541 1.90727
4 O -0.63569 1.11059 -2.81273
5 H -0.28469 1.81559 -2.23073
6 H -0.34569 1.47559 -3.64373
7 O -0.53069 -0.58941 3.32627
8 H -0.61169 0.33059 3.07627
9 H -0.75069 -0.42741 4.26627
10 O -0.50369 -2.14241 -3.19273
11 H -0.28969 -1.34841 -2.74773
12 H 0.10331 -2.24941 -3.93073
13 O -0.15069 -0.01441 -0.11373
14 H -0.11669 0.30259 0.76427
15 H 0.60131 -0.54341 -0.19773
16 O 2.88431 1.76359 0.13227
17 H 3.54031 1.94959 -0.54873
18 H 3.03531 0.82959 0.35227
19 O 1.62031 -3.00541 -1.49673
20 H 1.68231 -2.99841 -0.51373
21 H 1.83331 -2.08441 -1.70973
22 O 0.83031 2.79959 -1.30373
23 H 1.16431 2.24659 -0.58173
24 H 1.22331 3.62559 -1.08073
25 O -3.50569 1.17359 1.32627
26 H -3.33169 0.23159 1.25327
27 H -2.73769 1.69959 1.05627
28 O -0.86969 1.91559 2.29727
29 H -1.07169 2.41059 3.06927
30 H -0.74869 2.59559 1.60327
31 O -1.82869 2.69259 -0.51273
32 H -0.88469 2.67059 -0.73673
33 H -1.96769 3.63359 -0.49973
34 O -2.85269 -0.61241 -1.15373
35 H -2.00469 -0.17741 -1.01073
36 H -3.47469 0.12559 -1.21673
37 O 2.07331 -0.49441 -2.23473
38 H 2.57331 -0.87141 -2.99573
39 H 1.29431 -0.10241 -2.60173
40 O 1.73231 1.71459 2.56527
41 H 2.12531 1.70559 1.74027
42 H 1.00831 2.31159 2.65227
43 O 2.87831 -0.76941 0.55527
44 H 3.57631 -1.33541 0.21527
45 H 2.28231 -1.35141 0.97827
46 O 1.21231 -2.62341 1.42127
47 H 0.47331 -2.79641 0.86027
48 H 1.00431 -2.97941 2.23927
49 O -1.29569 -3.07641 -0.14173
50 H -1.66269 -2.35641 -0.61973
51 H -1.87469 -3.80241 -0.44573

---

Which of them is most stable? Easy: run 2.